1.
79
Properties=species:S:1:pos:R:3:forces:R:3:mulliken_charge:R:1 method="wB97M-V/def2-TZVPD" gap_ev=2.1 charge=+3 e_above_lowest_kcal_mol=0.00 homo_ev=-17.856
H -0.488843 4.832994 6.544129 -0.3 0.1 0.7 0.3137
O 0.101975 3.889771 1.833155 0.9 -1.0 -1.1 -0.2653
H 3.237394 -5.317485 2.893542 0.4 0.3 0.2 0.3397
O 0.443264 -3.521680 -0.516201 0.1 0.5 0.6 0.2835
C 3.564636 -5.125010 1.867273 -0.7 -0.5 0.7 -1.3015
H -4.161091 -3.251901 1.892670 0.1 0.4 0.0 0.3976
P 0.712114 -0.648393 -2.462496 -0.2 -2.3 -2.4 0.2817
H -2.826615 -3.704028 3.021756 -0.3 0.4 0.1 0.3459
C 3.262586 -3.109362 -4.014923 -0.3 -0.9 -0.9 -1.1886
O 0.859413 -1.430551 0.873662 0.3 1.3 -0.1 -0.4847
C 0.943891 -5.482542 -1.813522 -0.5 -0.2 -0.9 -1.1379
H 0.497794 -5.176587 -2.763048 0.1 0.4 0.1 0.2544
C 2.903874 -3.878594 1.355553 0.5 0.5 -0.7 0.2094
P 0.522305 -2.865214 0.913888 -0.6 -1.7 0.1 0.0437
C 2.957109 -1.907513 -3.189076 0.5 2.1 -0.8 -0.0652
H -0.773827 1.041266 -6.000416 0.0 0.2 0.2 0.3255
H 1.186639 7.832749 0.950073 0.4 0.1 -0.2 0.3295
H 0.151783 1.902101 -3.850506 -0.1 -0.2 0.0 0.2558
C -2.094628 -2.810453 1.244330 -0.1 0.0 -0.3 0.2592
H -2.446446 4.964678 5.008374 0.1 0.1 -0.2 0.3495
C -4.113374 4.445480 0.989402 -0.3 1.6 0.4 -1.2595
O -2.169366 4.998365 2.298622 -0.3 0.0 -0.2 -0.2726
H 2.988595 -1.016300 -3.843097 0.3 -0.3 -0.1 0.2194
C -1.836545 -1.428794 -2.784580 0.8 -0.2 -0.5 -0.3227
H -3.361417 3.369735 2.751224 -0.1 0.0 0.0 0.3055
H 2.753388 -3.045027 -4.983386 0.0 0.2 0.2 0.3325
C -1.754230 -2.765252 -3.475490 0.5 -1.4 0.5 -0.7717
O 1.335488 0.376250 -1.599284 0.5 1.6 2.1 -0.7385
C -3.135934 -3.600254 1.979266 0.3 -1.1 0.6 -1.3699
H -2.409926 3.214363 1.251981 0.2 0.0 0.3 0.1688
H -2.064039 3.318119 4.485203 -0.1 -0.1 0.3 0.2785
O 0.419942 -0.156299 -3.924099 0.2 0.1 0.5 -0.2885
H 4.316739 -3.202657 -4.271162 0.1 0.2 0.3 0.4159
O 1.544532 -3.704317 1.784393 0.0 0.0 -0.2 -0.2499
H -2.089394 -1.742845 1.479915 -0.2 0.0 0.0 0.2546
H -1.761709 -3.527167 -2.687010 -0.3 -0.1 -0.1 0.0858
C -1.662048 4.200603 4.989840 -0.6 -0.4 0.6 -0.0564
H -2.646241 -1.391237 -2.065757 -0.1 0.2 -0.1 0.3655
O -0.177162 6.356346 2.352941 0.6 -1.0 0.4 -0.2714
H -4.509070 3.841475 0.179410 0.1 -0.5 0.3 0.3581
C 0.706113 1.157886 -4.438732 0.0 1.6 0.1 -0.1359
H 3.656828 -1.626226 -2.393205 -0.3 -0.8 0.2 0.3585
O -0.788137 -3.308290 1.647773 0.1 0.4 0.2 -0.2845
H 3.456339 -2.999709 1.726445 -0.1 -0.1 0.2 0.3492
H 0.741787 0.361526 -6.401513 0.4 0.4 -0.3 0.3138
H -0.408661 3.138939 6.317332 -0.2 -0.2 0.4 0.2979
H -2.182097 -2.938088 0.158479 0.0 0.1 0.0 0.0500
H 1.920100 5.956616 2.546694 -0.5 -0.4 -0.4 0.2895
Al 1.191467 1.476112 0.853623 -0.6 -0.8 -0.9 1.4985
H 0.505823 2.181496 -6.341234 0.4 -0.1 0.0 0.4094
H 1.757437 1.434857 -4.296009 0.0 -0.5 -0.1 0.3490
H -0.813204 -2.986820 -3.984597 0.1 0.7 -0.1 0.1855
H -3.727762 5.353908 0.516469 0.2 -0.2 -0.2 0.3326
C 0.197691 -4.957335 -0.611102 0.7 -0.9 -0.2 -0.3106
H -4.923690 4.841105 1.603374 -0.2 -0.3 -0.1 0.3337
P -0.672555 4.886059 2.617615 -1.0 0.3 1.4 0.6808
H 2.917922 -4.061517 -3.605630 0.2 0.2 0.4 0.1272
O -0.549498 4.641433 4.169321 0.4 0.3 -0.6 -0.2208
H 0.606443 -5.474009 0.258662 -0.2 0.3 0.2 0.4901
O 1.603434 -1.930361 -2.705826 -0.6 0.2 1.3 0.3311
H 1.265707 6.767591 3.837193 -0.6 0.4 0.1 0.3723
H 1.992069 -5.187891 -1.801315 0.0 0.0 0.1 0.1920
H 2.592510 8.151737 2.080564 0.0 0.0 -0.3 0.4007
H -1.861819 3.802935 7.166998 -0.1 0.1 -0.1 0.3992
H -2.540172 -3.001163 -4.189785 -0.3 0.4 0.2 0.4809
H 1.025924 8.869172 2.354299 -0.1 -0.1 0.1 0.3288
H 4.640816 -4.987796 1.812183 0.0 -0.1 0.1 0.3846
C 1.523952 7.972395 1.975646 -0.3 0.0 0.6 -1.1643
H 2.952643 -3.775656 0.264123 -0.1 -0.1 0.0 0.0584
C -1.126578 3.959497 6.389320 1.2 0.2 -1.3 -1.1903
O -0.619254 -1.272560 -1.952640 -0.3 0.4 0.4 0.1243
H 3.272895 -6.061676 1.383392 0.0 0.3 -0.6 0.3369
H -1.824822 -0.624180 -3.513130 -0.4 0.2 0.2 0.3542
H -3.159921 -4.646242 1.658594 0.1 0.1 -0.4 0.3213
H 0.887389 -6.570084 -1.884531 0.1 0.0 0.5 0.4941
C 0.300734 1.217165 -5.886759 -0.7 -1.0 0.0 -1.2579
H -0.873927 -5.153332 -0.633354 0.0 0.2 -0.2 0.3115
C 1.148367 6.726726 2.741282 1.0 0.9 -0.2 -0.1468
C -3.013811 3.890912 1.863395 -0.1 -0.6 -1.0 0.0258



2.
72
Properties=species:S:1:pos:R:3:forces:R:3:mulliken_charge:R:1 method="wB97M-V/def2-TZVPD" gap_ev=8.1 e_above_lowest_kcal_mol=0.00 smiles="CC(=O)N(BCC(N)(N)N)C(C)=O.CCN(CC)CC.CCN(CC)CC" homo_ev=-7.819
H -4.145066 -1.711148 -3.294752 0.0 0.0 0.0 0.3904
H -2.430154 -1.655410 -0.501274 0.0 0.0 0.0 0.1576
H -4.326563 -0.530534 -0.965490 0.0 0.0 0.0 0.2308
H -1.169977 -2.554882 -1.330553 0.1 0.0 0.0 0.2288
H -3.996534 0.966413 -1.840497 0.0 0.0 0.0 0.2124
N 1.162301 2.984385 1.082750 0.8 -0.1 -0.4 0.6228
H 1.387123 5.429734 1.826610 0.2 -0.1 0.0 0.1648
C -0.551443 4.644751 -0.187071 0.0 -0.1 0.0 -1.3132
H -2.965233 -4.060105 -0.696315 0.0 0.0 0.0 0.4326
C 3.661491 -2.065372 0.267082 0.1 0.1 0.0 -1.2230
C -3.547471 -0.850163 -2.986045 -0.1 0.0 0.0 -0.7863
H 3.031668 5.335489 2.503583 0.0 0.0 -0.2 0.3658
C -2.195636 -2.193692 -1.434947 0.0 0.0 0.1 0.0565
H -0.267565 1.571338 2.623100 0.1 -0.1 -0.1 0.2972
O 1.732955 0.904649 0.185357 -0.4 0.4 0.2 -0.5385
H -3.427906 -0.246702 -3.889573 0.1 0.0 0.0 0.3735
H -1.185112 0.132428 -3.617965 0.0 0.0 0.0 0.4012
H -0.213622 -0.891762 -2.593376 0.0 -0.1 0.1 0.3930
H -0.170447 5.679051 -0.250039 0.1 -0.2 0.0 0.4372
H 1.219118 3.420142 -1.187888 0.0 -0.2 0.0 -0.1005
C -1.655784 4.542387 0.877254 -0.5 0.5 -0.3 0.9806
H -3.097631 3.415821 0.074706 0.1 -0.2 -0.1 0.2909
H -1.836719 4.372705 2.917103 0.0 0.2 0.0 0.2716
H 1.573489 -1.999717 -0.148913 0.0 0.0 0.0 -0.0169
H -4.170511 -3.115370 -1.559300 0.0 0.0 0.0 0.3178
C 4.199349 -5.344537 -0.167561 0.0 0.0 -0.1 -1.0075
C 0.843329 -3.210825 2.082879 0.0 0.0 0.0 -1.1303
C 2.406536 -2.675188 -0.360105 -0.1 0.1 0.0 -0.4658
H -0.111599 -3.239750 1.555280 0.0 0.0 0.0 0.1982
H 1.439478 -5.213088 1.625388 0.0 0.0 0.0 0.4967
C -3.117116 -3.398661 -1.550250 0.0 0.0 0.0 -1.5696
N -2.231363 -1.332560 -2.602900 0.0 0.0 0.0 0.2244
N 2.019746 -4.017507 0.052166 -0.1 0.0 0.0 0.2529
H 2.769891 -4.146459 2.047197 0.0 0.0 0.0 0.2806
B 0.654576 3.636592 -0.157222 -0.4 0.3 0.2 0.0272
H -1.270524 0.318512 -0.548930 0.0 0.0 0.0 0.1800
C 2.347898 3.513851 1.616990 -0.1 0.0 0.4 0.5900
H 4.323182 -5.350703 0.915919 0.0 0.0 0.0 0.2711
H 0.664856 -3.461859 3.129736 0.0 0.0 0.0 0.4865
H 3.686331 -2.224535 1.346750 0.0 0.0 0.0 0.2254
H 0.056848 -0.057000 1.939465 0.2 0.0 0.1 0.1849
H -5.400315 -0.005420 -2.257030 0.0 0.0 0.0 0.3942
N -1.142012 4.631923 2.228421 0.3 -0.4 -0.1 -0.4665
N -2.650928 5.615932 0.542616 0.4 -0.2 0.5 -0.8017
H -2.903297 -3.961045 -2.460134 0.0 0.0 0.0 0.3505
H 2.792543 5.432242 0.735058 0.0 -0.1 0.1 0.2786
H 2.499141 -2.678242 -1.449328 0.0 -0.1 0.0 0.5153
H 1.224676 -2.189275 2.051115 0.0 0.0 0.0 0.0939
H -1.936131 1.471123 -1.707568 0.0 0.0 0.1 0.1654
H 4.532568 -6.314953 -0.541397 0.0 0.0 0.0 0.4099
H -2.169442 6.513686 0.572635 -0.1 -0.1 -0.2 0.2861
H 4.586214 -2.458777 -0.154282 0.0 -0.1 0.0 0.3498
C 1.827366 -4.200799 1.478965 0.0 0.0 0.0 -0.4660
H 3.657793 -0.986924 0.101532 0.0 0.0 0.0 0.3893
C 1.195437 1.527725 1.062161 0.3 -0.6 -0.2 0.3743
C 0.500265 0.892931 2.240687 -0.1 0.4 0.0 -0.9717
C 2.739961 -5.109915 -0.576295 0.0 -0.1 -0.1 -0.6829
O 3.248107 2.814279 2.040171 -0.5 0.3 0.0 -0.5988
C 2.393467 5.030604 1.673917 -0.2 -0.1 0.0 -1.0508
H 4.866592 -4.590506 -0.583211 0.0 0.0 0.0 0.2292
H 2.692764 -4.963559 -1.659002 0.0 0.0 0.0 0.3299
H -3.307160 5.657132 1.322652 -0.1 0.0 -0.2 0.2149
C -4.354112 -0.056753 -1.948034 0.0 0.0 -0.1 -0.8660
H -2.738604 2.952964 1.594693 0.0 0.0 0.0 0.2441
C -1.162722 -0.348576 -2.635859 0.2 0.0 0.0 -1.4686
N -2.326761 3.250607 0.715583 0.1 0.2 0.2 -0.4769
H 2.174901 -6.026154 -0.375754 0.0 0.0 0.1 0.4558
H -0.781251 5.553518 2.431249 -0.1 0.0 0.1 0.2257
H 1.239557 0.746593 3.035243 0.0 -0.1 -0.1 0.3145
H -0.194597 1.262007 -1.572769 0.0 0.0 0.0 0.2241
C -1.150317 0.733329 -1.550637 0.0 0.1 -0.1 -0.1031
H -1.049890 4.483581 -1.153748 0.1 0.1 0.1 0.2154



3.
74
Properties=species:S:1:pos:R:3:forces:R:3:mulliken_charge:R:1 method="wB97M-V/def2-TZVPD" gap_ev=8.7 e_above_lowest_kcal_mol=31.27 homo_ev=-8.272
H 1.965834 -3.724349 -3.862080 -0.2 -0.6 -0.1 0.5020
H 0.425484 4.434511 1.192860 0.1 1.0 0.4 0.3634
C 0.457884 1.850121 -3.369590 -0.2 -0.9 -0.5 -0.3521
H -5.193146 0.565611 4.026300 -0.3 -0.2 -0.1 0.2634
H 4.270334 -1.990639 -0.697910 -0.1 0.1 -0.3 0.2967
C 1.123554 -2.400289 0.239400 -0.3 1.0 -0.1 -1.0238
H -1.633826 2.633341 -4.930340 0.3 0.1 0.0 0.3330
H 0.880894 -0.009989 0.950490 0.1 0.2 0.2 0.0748
C -0.261076 2.351361 0.392300 0.1 -0.1 -0.1 -1.2841
H 0.585254 2.698981 -4.041390 0.2 0.1 -0.1 0.5598
H -2.686386 2.997631 3.195750 0.5 -0.2 0.2 0.0333
H 0.382404 -4.753299 -5.403720 -0.3 0.0 -0.8 0.3262
H 3.549324 -3.603049 -0.698310 0.0 -0.2 0.1 0.2470
C 2.923874 -0.130459 2.401050 -0.4 -0.1 -0.2 -0.8768
H 1.315444 -2.306539 1.308270 0.8 0.1 0.0 0.4301
H 2.291314 0.818531 -3.928060 0.1 0.1 0.7 0.5176
C -0.548416 -0.493299 3.819210 1.9 1.7 0.6 -0.3464
O -4.501806 2.459561 3.653720 -0.4 -0.2 0.3 -0.3961
Cl 3.687234 1.337591 -1.363130 -0.4 -0.4 0.0 -0.6575
N -1.069376 0.849351 3.897360 -0.7 0.6 0.5 -0.3148
C -3.109706 2.302391 3.920700 -0.2 -1.1 0.0 -0.2682
C -0.683036 0.898881 0.116630 -0.7 0.6 0.3 -0.7144
H 0.195584 4.354811 3.004200 0.3 -0.3 -0.1 0.2972
H 1.371484 -1.407719 4.189830 0.2 -0.2 0.3 0.5225
N 0.943464 -0.589349 -3.128930 1.5 -1.3 -1.5 0.1622
H -0.914056 3.003881 -0.187300 -0.4 0.2 0.3 0.6029
H -1.507916 0.877231 -5.194880 0.5 -0.1 0.0 0.2962
H 0.871024 2.115901 -2.396560 -0.3 0.0 0.1 -0.0526
H -5.350746 1.608271 5.407410 0.2 0.4 0.2 0.2963
H 1.390044 0.346511 4.506020 -0.2 0.1 0.2 0.3824
O 2.255574 -2.013619 -0.616980 -2.1 0.1 1.2 0.3335
H -0.855396 -0.948409 4.760880 -0.3 -0.9 -0.5 0.5005
H 0.108774 -0.997329 -3.525070 -1.0 0.5 0.5 0.2381
C 1.187594 -3.041219 -3.521830 1.1 1.6 -0.7 -0.6617
C -1.718446 1.653871 -4.459620 0.2 0.1 0.7 -0.8568
C -0.205886 4.111311 2.020520 0.2 -0.7 -0.9 -1.0685
H 0.799464 -3.431389 0.098340 0.2 -0.2 -0.5 0.4360
H -0.326846 -1.684559 -1.097290 -0.5 0.5 0.0 0.2787
H -1.191976 4.572621 1.966440 -0.2 0.0 -0.3 0.3410
C -0.361676 -4.339169 -4.723320 0.6 -0.9 0.2 -0.8381
C -5.416796 1.591321 4.319550 0.8 -0.3 -0.2 -0.6782
H -1.257626 0.823151 -0.806520 0.2 0.3 -0.2 0.7474
H -0.261646 -5.028029 -3.884530 -0.6 0.0 0.5 0.3230
H 3.313414 0.814761 2.779090 -0.1 0.0 0.3 0.2536
H 1.018944 0.449431 -4.950410 -0.5 0.0 -0.3 0.4767
O 0.031944 -3.057189 -4.367970 0.6 1.1 0.9 -0.3028
O -0.947326 1.578291 -3.234950 -0.4 0.0 -0.7 -0.2176
H -0.647956 1.439311 3.194180 -0.2 0.1 -0.3 0.3081
C -2.539776 0.843171 3.817720 0.8 1.3 -0.2 -0.7005
Li 1.882694 -0.113009 -1.344130 0.3 0.2 0.2 0.1716
C 3.467224 -2.599029 -0.282020 1.4 -0.2 -0.1 -1.1235
H -0.810546 -0.931259 2.856100 -0.4 -1.0 0.2 0.0515
H 2.161794 -1.556979 -4.725760 -0.5 0.5 -0.3 0.6463
C 1.221684 0.611931 -3.891830 -0.2 1.6 -0.8 -1.0487
H 2.841904 -1.628039 -3.154280 -0.1 0.0 0.3 0.2719
H 0.726214 2.513501 -0.040210 0.4 0.0 0.2 0.5467
H -6.439466 1.845461 4.040880 0.2 0.1 -0.2 0.2643
C -0.038666 -1.434749 -0.076180 0.7 -0.1 0.0 -0.7637
H 3.431944 -0.985469 2.847060 -0.1 0.0 0.5 0.3637
N 0.401844 -0.045789 0.062050 0.7 -0.3 -0.7 0.7382
O -0.264706 2.698201 1.806420 -0.3 -0.5 -0.6 -0.1887
C 1.883974 -1.630779 -3.674350 -0.8 -1.6 1.1 -0.8881
H 0.947014 -3.249479 -2.479300 -0.2 -0.1 0.0 0.2231
H 3.202724 -0.163639 1.347850 -0.4 0.2 -0.2 0.2089
H -2.775616 1.523231 -4.228480 0.1 0.0 0.5 0.2796
H -2.834806 0.347441 2.892890 -0.6 -0.2 -0.1 0.3006
H -2.858636 0.313771 4.715590 -0.4 -0.4 -0.3 0.5146
H 3.700034 -2.618269 0.782660 -0.5 -0.1 0.3 0.3296
H -0.861596 -1.550959 0.629070 -0.3 -0.8 -0.1 0.6752
H -1.400536 0.655941 0.900390 -0.3 -0.3 0.4 -0.0409
H -1.382016 -4.329609 -5.106630 0.2 0.0 -0.1 0.2359
H -2.849216 2.568551 4.945100 -0.1 0.6 0.1 0.3701
C 1.002534 -0.437929 3.855940 -0.3 -0.5 -0.5 -0.9566
O 1.488924 -0.234859 2.533640 1.0 0.2 0.1 -0.3142